[1]
Molecular formula: C22H35BFO17S3
Method: DFT, ωB97M-V with the def2-TZVPD basis set

## Properties
Lowest unoccupied orbital energy = 0.0855 Ha
E = -3457.942814 hartree
Total charge = -1
Largest force on an atom = 1.811 eV Å⁻¹
2S+1 = 1

Atoms and positions in Å:
O 30.0203 4.7716 -19.0713
C 28.8568 4.9439 -19.3092
O 27.9037 4.0301 -19.2350
B 26.5736 4.6442 -19.5303
O 26.8854 6.0578 -19.7872
C 28.1832 6.2709 -19.7292
O 28.7630 7.2961 -19.9443
O 25.6548 4.4253 -18.4255
C 24.6341 3.6951 -18.8305
O 23.7233 3.2630 -18.1854
C 24.8041 3.4591 -20.3577
O 25.9706 3.9786 -20.7042
O 24.0315 2.8883 -21.0778
F 21.9123 -0.1079 -17.5605
C 20.9771 0.2334 -18.4664
C 19.8414 -0.5482 -18.5999
C 18.9071 -0.1903 -19.5714
C 19.0974 0.9363 -20.3526
C 20.2569 1.6992 -20.2271
C 21.2118 1.2972 -19.3103
H 19.6792 -1.3885 -17.9383
H 18.0193 -0.8050 -19.6468
H 18.3442 1.2215 -21.0774
H 20.4229 2.5332 -20.8909
H 22.1195 1.8803 -19.2024
C 24.1107 0.9516 -23.8091
S 25.2617 1.7155 -24.9771
O 24.7426 1.4899 -26.3606
C 24.8285 3.4234 -24.5506
H 24.4114 1.3238 -22.8310
H 24.1383 -0.1289 -23.9228
H 23.0920 1.2689 -24.0436
H 25.1239 3.6348 -23.5235
H 23.7503 3.5171 -24.6803
H 25.3573 4.0520 -25.2621
C 30.8253 7.8876 -16.6077
S 29.7579 9.0603 -17.4553
O 29.8181 10.3177 -16.6348
C 30.8254 9.2983 -18.8864
H 31.7904 8.3665 -16.4245
H 30.9520 6.9751 -17.1905
H 30.3666 7.6487 -15.6511
H 30.2961 9.8859 -19.6293
H 31.1153 8.3206 -19.2677
H 31.7417 9.8112 -18.5810
C 26.6940 5.3126 -14.2834
S 27.6158 5.6171 -15.8010
O 28.6781 6.6095 -15.4453
C 28.3948 3.9737 -15.8614
H 27.3817 4.9666 -13.5120
H 25.8720 4.6260 -14.4842
H 26.2583 6.2637 -13.9806
H 29.2672 4.0224 -15.2096
H 28.7344 3.7276 -16.8658
H 27.6355 3.2572 -15.5541
C 24.1907 10.3181 -14.7816
O 23.5158 9.5828 -15.7884
C 23.7234 8.2620 -15.7789
O 24.3633 7.6672 -14.9463
O 23.1002 7.7364 -16.8215
C 23.2384 6.3028 -16.9654
H 23.7107 11.2935 -14.7529
H 25.2572 10.4212 -14.9769
H 24.0775 9.8546 -13.8000
H 22.6686 5.8376 -16.1615
H 24.2855 6.0316 -16.8525
H 22.8513 6.0582 -17.9464
C 19.4483 6.4236 -18.8060
O 20.6743 6.0660 -19.4084
C 20.5928 5.4075 -20.5659
O 19.5698 4.9945 -21.0525
O 21.8176 5.2942 -21.0530
C 21.9316 4.7270 -22.3380
H 18.8954 5.5228 -18.5257
H 18.7983 7.0142 -19.4522
H 19.6678 6.9931 -17.9081
H 21.2980 5.2484 -23.0671
H 21.5521 3.7047 -22.4224
H 22.9601 4.7504 -22.6689

Here are the Löwdin charges for atoms 1 to 4, given in e:
1 O 0.138
2 C -0.405
3 O 0.201
4 B -0.890

=====

[2]
Molecular formula: C22H35BaClO2P2
Method: DFT, ωB97M-V with the def2-TZVPD basis set

## Properties
Lowest unoccupied orbital energy = -0.0242 Ha
E = -2177.909258 hartree
Energy relative to the best compared isomer or geometry (same formula, charge and spin) = 0.0 kcal/mol
Largest force on an atom = 3.358 eV Å⁻¹
2S+1 = 1

Atoms and positions in Å:
P -0.2712 -2.2650 -2.9787
P -0.0682 1.7156 -3.2244
C -0.8097 -0.8878 -4.0560
C 0.2327 0.2428 -4.2372
H -1.7786 -0.5059 -3.6848
H -0.9958 -1.3135 -5.0595
H 1.2693 -0.1089 -4.0922
H 0.1858 0.6135 -5.2777
C -1.6287 2.3944 -3.8176
H -2.0231 3.1371 -3.1136
H -2.3746 1.6079 -3.9839
H -1.4278 2.8926 -4.7750
C 1.2050 2.8723 -3.7401
H 0.8775 3.3325 -4.6798
H 2.1596 2.3578 -3.9046
H 1.3276 3.6472 -2.9745
C -1.6135 -3.4089 -2.6620
H -1.4043 -3.9757 -1.7417
H -1.6898 -4.1181 -3.5035
H -2.5690 -2.8685 -2.5709
C 0.9387 -3.1460 -4.0404
H 1.8170 -2.5069 -4.2328
H 0.4772 -3.4176 -5.0039
H 1.2744 -4.0643 -3.5322
Ba -2.0299 -0.4873 2.0942
C 1.2773 1.8781 -0.8179
C 0.0027 1.5445 -1.4587
C -0.7440 0.2480 -0.9578
C 0.0321 -1.0079 -0.4843
C 0.8598 -1.7682 -1.6104
C 2.1438 -1.2586 -2.0567
C 2.7199 0.0553 -1.8812
C 2.3448 0.9399 -0.6200
C -0.0094 -1.9723 2.8679
H 1.3206 2.8479 -0.3202
H -0.6740 2.3686 -1.1420
H -1.4539 -0.0849 -1.7332
H -1.4228 0.6176 -0.1388
H 0.6749 -0.7688 0.3745
H -0.7037 -1.7474 -0.0665
H 1.0509 -2.7844 -1.2148
H 2.8405 -2.0287 -2.4270
H 2.6218 0.6842 -2.8018
H 3.8145 -0.1181 -1.8334
H 2.1572 0.2856 0.2513
H 3.2596 1.5233 -0.3856
H 0.7095 -1.2172 3.2333
H 0.4785 -2.6802 2.1829
H -0.4504 -2.4847 3.7419
Cl 0.0090 1.9219 10.3492
C -0.5098 1.5597 8.7596
C -1.5476 0.6289 8.5643
C -1.9165 0.2871 7.2552
C -1.2464 0.8532 6.1646
C -0.2558 1.8128 6.3681
C 0.1211 2.1796 7.6642
C -1.5768 0.4605 4.7720
O -2.4263 -0.4894 4.5548
O -0.9671 1.0522 3.8045
H -2.0433 0.1677 9.4178
H -2.7131 -0.4282 7.0780
H 0.2355 2.2683 5.5097
H 0.9066 2.9145 7.8293

Here are the Löwdin charges for atoms 1 to 4, given in e:
1 P 0.908
2 P 0.908
3 C -0.323
4 C -0.307

=====

[3]
Molecular formula: C22H35Cl34F10O3S
Method: DFT, ωB97M-V with the def2-TZVPD basis set

## Properties
Lowest unoccupied orbital energy = 0.0547 Ha
E = -18128.337842 hartree
Total charge = -1
Largest force on an atom = 6.226 eV Å⁻¹
2S+1 = 1

Atoms and positions in Å:
O -1.8507 -4.9646 -2.7356
S -1.7575 -3.7403 -1.9068
O -3.0282 -3.6698 -1.1481
C -1.7333 -2.3283 -3.0325
O -2.6347 -1.3554 -2.4424
C -0.3829 -1.5820 -3.0907
F 0.6472 -2.3357 -3.5876
F 0.0018 -0.9351 -1.9481
F -0.5305 -0.5644 -4.0244
C -0.3630 -3.9926 -0.7152
F 0.8395 -3.4323 -1.0153
F -0.1326 -5.3469 -0.6574
C -0.6775 -3.6066 0.7905
F -1.6770 -4.3399 1.3065
F 0.4532 -3.9831 1.4926
C -0.8222 -2.0690 1.0425
F -1.8188 -1.4799 0.3964
F -1.1019 -1.9293 2.3855
F 0.3293 -1.4018 0.8675
H -3.0134 -0.9017 -3.2135
C 0.4165 1.5956 1.2142
Cl -0.8358 2.0347 0.0443
Cl 0.7464 2.9161 2.3452
H 0.0809 0.7306 1.7765
H 1.3294 1.3566 0.6760
C 3.7882 -3.3110 1.1696
Cl 5.4925 -3.3263 1.6602
Cl 3.0191 -1.7614 1.5273
H 3.7289 -3.4907 0.0998
H 3.2633 -4.0963 1.7051
C 2.9018 5.0673 4.7934
Cl 3.5365 3.5129 4.2425
Cl 1.2250 5.3196 4.2672
H 2.9308 5.0930 5.8789
H 3.5201 5.8559 4.3881
C -4.5976 -3.4398 1.5736
Cl -5.6441 -2.1434 2.1764
Cl -5.0110 -4.9931 2.3087
H -4.7106 -3.5181 0.4966
H -3.5721 -3.1974 1.8195
C 0.8870 -7.0421 -3.9217
Cl 0.0755 -7.9294 -2.6237
Cl 0.9075 -5.3009 -3.6321
H 1.9114 -7.3963 -3.9932
H 0.3618 -7.2326 -4.8539
C -6.4108 -2.3809 -1.6395
Cl -7.3520 -1.2575 -2.6390
Cl -7.1482 -3.9861 -1.6088
H -5.4059 -2.4616 -2.0487
H -6.3659 -1.9956 -0.6248
C 3.6833 -1.6594 5.0907
Cl 3.3485 -2.0941 6.7733
Cl 3.3332 0.0438 4.7799
H 4.7327 -1.8454 4.8823
H 3.0625 -2.2678 4.4400
C 2.9018 -0.6957 -5.4320
Cl 3.1857 0.6752 -4.3501
Cl 4.4256 -1.3705 -6.0335
H 2.3659 -1.4664 -4.8873
H 2.3099 -0.3592 -6.2757
C -8.3464 -6.9694 -3.9518
Cl -8.4590 -6.8063 -2.1938
Cl -8.2006 -5.3998 -4.7490
H -7.4717 -7.5667 -4.1914
H -9.2435 -7.4623 -4.3141
C -5.9195 0.9979 0.4446
Cl -5.6471 2.4089 1.4807
Cl -4.3919 0.2721 -0.0492
H -6.4996 0.2637 0.9967
H -6.4639 1.3079 -0.4428
C 1.5015 -3.6645 -7.4933
Cl 0.4796 -2.4087 -6.7819
Cl 1.1444 -5.2424 -6.7849
H 1.3147 -3.7033 -8.5623
H 2.5448 -3.4249 -7.3066
C 5.7751 2.2678 -2.5924
Cl 5.7303 2.3224 -0.8257
Cl 5.8680 3.8921 -3.2869
H 6.6484 1.7028 -2.9040
H 4.8723 1.7839 -2.9520
C 2.5369 8.3230 2.3926
Cl 3.1013 9.7215 1.4691
Cl 3.3013 8.2514 3.9858
H 1.4616 8.3977 2.5229
H 2.7809 7.4177 1.8446
C 2.4944 9.9467 7.4966
Cl 3.3110 10.8608 8.7710
Cl 2.2636 8.2560 7.9581
H 1.5229 10.3945 7.3113
H 3.0985 9.9848 6.5950
C 3.4179 -7.5368 1.2693
Cl 2.2022 -6.9869 0.1148
Cl 3.7738 -6.2717 2.4540
H 3.0448 -8.4133 1.7907
H 4.3296 -7.7844 0.7336
C -2.5627 5.1927 1.4530
Cl -2.6839 5.3477 3.2097
Cl -2.3673 6.7717 0.6763
H -1.7019 4.5749 1.2150
H -3.4694 4.7265 1.0785
C 1.5128 13.0695 1.5082
Cl 1.7959 13.4714 3.2067
Cl 1.7083 14.4886 0.4715
H 2.2260 12.3096 1.2025
H 0.5007 12.6915 1.3999

Here are the Löwdin charges for atoms 1 to 4, given in e:
1 O -0.382
2 S 0.742
3 O -0.338
4 C -0.257

=====

[4]
Molecular formula: C22H35F3IN2O2
Method: DFT, ωB97M-V with the def2-TZVPD basis set

## Properties
Lowest unoccupied orbital energy = -0.1799 Ha
E = -1715.608073 hartree
Total charge = +1
Largest force on an atom = 5.561 eV Å⁻¹
SMILES = CCOc1c[n+](I)nc(CCC(F)=C(F)F)c1CCCCCCCCCCCOC
2S+1 = 1

Atoms and positions in Å:
C 1.6948 1.1795 -3.7455
C 1.8127 -0.4268 -3.3679
O 2.9724 -0.7428 -2.4895
C 2.5052 -1.7099 -1.4817
C 1.7307 -3.1385 -1.8819
N 1.3372 -3.9998 -0.7272
I 0.4289 -5.8047 -1.3382
N 1.4274 -3.8887 0.6138
C 2.0888 -2.6847 1.1770
C 2.1913 -2.5960 2.8446
C 0.6535 -2.5285 3.4512
C 0.2372 -1.0106 3.9148
F -1.0060 -0.3671 3.3539
C 0.9930 -0.1825 4.9186
F 1.3357 1.2275 4.5251
F 1.3845 -0.6501 6.2743
C 2.6761 -1.5592 0.1542
C 3.4730 -0.2107 0.6985
C 2.9115 1.1979 0.0762
C 2.9876 2.3277 1.2824
C 1.8863 3.5099 0.8936
C 0.3976 2.8730 1.2829
C -0.7290 3.1528 0.1229
C -1.1828 1.8293 -0.7329
C -1.5515 0.5126 0.1868
C -2.3868 -0.6237 -0.6628
C -3.8961 -0.1308 -1.0718
C -4.7161 -1.3590 -1.8304
O -5.9225 -0.8950 -2.5504
C -6.6392 0.1518 -1.8034
H 0.9826 1.3855 -4.6758
H 2.7668 1.5556 -4.0472
H 1.3092 1.8414 -2.8534
H 0.7722 -0.7113 -2.8692
H 1.8406 -1.0088 -4.3961
H 1.5383 -3.4316 -3.0231
H 2.8360 -1.6892 3.2046
H 2.6723 -3.6020 3.2641
H 0.5427 -3.2184 4.4166
H -0.1288 -2.8501 2.6121
H 3.4802 -0.0984 1.8626
H 4.5995 -0.3322 0.3490
H 3.7176 1.5482 -0.7322
H 1.8708 1.1305 -0.4544
H 4.0632 2.8315 1.3490
H 2.7478 1.9068 2.3484
H 2.0785 4.5201 1.4677
H 1.9280 3.6098 -0.2778
H 0.5221 1.7474 1.5909
H 0.0387 3.4583 2.2587
H -0.2386 3.9120 -0.6570
H -1.6545 3.7460 0.5869
H -2.1655 2.1249 -1.3350
H -0.4001 1.4960 -1.5376
H -2.0853 0.8001 1.2145
H -0.5262 0.0092 0.5043
H -2.4697 -1.6180 -0.0512
H -1.8094 -0.8756 -1.6548
H -3.9079 0.7772 -1.8109
H -4.4258 0.2314 -0.0762
H -4.9085 -2.2707 -1.1083
H -3.9681 -1.7601 -2.6691
H -6.1698 1.2394 -1.9310
H -7.7259 0.2336 -2.2880
H -6.8183 -0.0914 -0.6680

Here are the Löwdin charges for atoms 1 to 4, given in e:
1 C -0.085
2 C -0.224
3 O -0.111
4 C -0.033

=====

[5]
Molecular formula: C22H35FNO21P
Method: DFT, ωB97M-V with the def2-TZVPD basis set

## Properties
Lowest unoccupied orbital energy = -0.0037 Ha
E = -2935.379779 hartree
Largest force on an atom = 0.993 eV Å⁻¹
SMILES = CO[C@H](F)[C@H](OC)P(N)O.O=C1OCCO1.O=C1OCCO1.O=C1OCCO1.O=C1OCCO1.O=C1OCCO1.O=C1OCCO1
2S+1 = 1

Atoms and positions in Å:
C 0.6542 -7.9813 2.2083
O -0.6221 -8.5872 2.0553
C -1.6844 -7.8729 2.6000
F -1.2839 -7.2610 3.7906
C -2.7971 -8.8448 2.9673
O -3.1084 -9.6616 1.8672
C -2.9038 -11.0369 2.0723
P -4.3452 -8.0319 3.6847
N -5.3188 -7.8658 2.2919
O -3.8869 -6.4614 3.9440
H 1.3056 -8.4730 1.4920
H 0.6298 -6.9210 1.9616
H 1.0523 -8.1377 3.2064
H -2.0359 -7.1058 1.9054
H -2.3824 -9.4511 3.7757
H -3.1963 -11.3564 3.0736
H -3.5190 -11.5904 1.3685
H -1.8618 -11.3264 1.9130
H -5.1764 -6.9449 1.8738
H -6.2682 -7.8346 2.6494
H -3.3482 -6.4076 4.7457
O -5.3509 -4.8935 1.9328
C -4.9205 -3.8566 2.3242
O -3.6641 -3.4161 2.0955
C -3.5809 -2.0504 2.5218
C -4.7017 -1.9687 3.5314
O -5.6196 -2.9683 3.0648
H -2.6087 -1.8291 2.9471
H -3.7479 -1.4030 1.6566
H -4.3653 -2.2374 4.5320
H -5.1875 -0.9968 3.5653
O -0.7581 -1.0158 2.3508
C -0.7044 -0.2204 1.4606
O -0.4954 1.1008 1.6371
C -0.2715 1.6918 0.3448
C -0.9555 0.7108 -0.5822
O -0.8485 -0.5202 0.1621
H -0.6975 2.6906 0.3107
H 0.8024 1.7528 0.1675
H -2.0135 0.9394 -0.7233
H -0.4743 0.6314 -1.5494
O -0.0322 1.6306 -3.2932
C 0.8955 2.3771 -3.3660
O 1.2294 3.0800 -4.4618
C 2.2478 4.0264 -4.0996
C 2.8591 3.3871 -2.8711
O 1.7488 2.6281 -2.3509
H 2.9533 4.1538 -4.9131
H 1.7669 4.9819 -3.8789
H 3.6702 2.7058 -3.1172
H 3.2063 4.1030 -2.1332
O 5.3853 4.3162 -4.0894
C 5.5687 5.2748 -4.7760
O 6.1458 6.4177 -4.3537
C 6.3996 7.2420 -5.5027
C 5.3801 6.7300 -6.4957
O 5.2162 5.3604 -6.0720
H 6.2655 8.2907 -5.2554
H 7.4271 7.0743 -5.8289
H 4.4262 7.2387 -6.4139
H 5.7150 6.7701 -7.5262
O -3.4189 -2.3528 7.8700
C -2.4895 -1.8997 7.2890
O -1.2262 -1.8401 7.7716
C -0.3522 -1.4493 6.7054
C -1.2926 -0.7262 5.7635
O -2.5449 -1.3694 6.0420
H 0.4471 -0.8201 7.0870
H 0.0770 -2.3467 6.2573
H -1.3858 0.3357 5.9985
H -1.0318 -0.8412 4.7140
O 4.3514 9.2219 -7.7136
C 3.9721 10.1269 -7.0414
O 3.2377 11.1647 -7.4857
C 2.7840 11.9170 -6.3531
C 3.8113 11.5572 -5.2979
O 4.2230 10.2478 -5.7155
H 2.7591 12.9763 -6.5912
H 1.7796 11.5821 -6.0912
H 4.6788 12.2180 -5.3154
H 3.4064 11.5215 -4.2908

Here are the Löwdin charges for atoms 1 to 4, given in e:
1 C -0.077
2 O -0.102
3 C -0.364
4 F -0.005

=====

[6]
Molecular formula: C22H35IIrN3OSSeSi2
Method: DFT, ωB97M-V with the def2-TZVPD basis set

## Properties
Lowest unoccupied orbital energy = -0.0053 Ha
E = -4879.593018 hartree
Energy relative to the best compared isomer or geometry (same formula, charge and spin) = 0.0 kcal/mol
Largest force on an atom = 1.782 eV Å⁻¹
2S+1 = 1

Atoms and positions in Å:
Ir -0.6308 0.0607 -0.6845
C 0.2213 3.2061 -2.1692
Si 1.6330 2.1657 -1.5289
C 3.0886 2.5116 -2.6715
C 2.1462 2.7373 0.1839
N 1.1617 0.4676 -1.4909
C 1.9568 -0.6391 -1.7326
C 3.3328 -0.6261 -1.9916
C 4.0280 -1.8003 -2.2429
C 3.3881 -3.0277 -2.2572
C 2.0203 -3.0806 -2.0136
C 1.3540 -1.9061 -1.7575
O -0.0171 -1.8519 -1.4774
C -0.8287 -2.9794 -1.6266
C -1.3194 -3.5905 -0.4898
C -2.1575 -4.6869 -0.6431
C -2.4877 -5.1445 -1.9098
C -1.9947 -4.4987 -3.0364
C -1.1614 -3.3995 -2.9008
H 0.4815 4.2643 -2.0726
H -0.7094 3.0315 -1.6323
H 0.0432 2.9920 -3.2249
H 3.0779 3.5873 -2.8697
H 3.0153 1.9955 -3.6297
H 4.0552 2.2768 -2.2265
H 2.5080 3.7679 0.1539
H 2.9447 2.1023 0.5760
H 1.2988 2.7026 0.8699
H 3.8676 0.3077 -1.9869
H 5.0936 -1.7465 -2.4267
H 3.9379 -3.9388 -2.4484
H 1.4881 -4.0220 -2.0035
H -1.0486 -3.2063 0.4844
H -2.5572 -5.1788 0.2338
H -3.1359 -6.0036 -2.0213
H -2.2729 -4.8403 -4.0244
H -0.7767 -2.8639 -3.7579
C -4.8390 1.2956 -0.0226
Si -3.5558 2.5284 0.5380
C -3.4363 3.9663 -0.6525
C -3.9830 3.1020 2.2722
Se -1.4683 1.6114 0.8982
H -5.8220 1.7746 0.0180
H -4.8587 0.4200 0.6281
H -4.6611 0.9603 -1.0413
H -4.3075 4.6206 -0.5685
H -3.3900 3.5937 -1.6780
H -2.5400 4.5595 -0.4669
H -4.8868 3.7157 2.2597
H -3.1775 3.6913 2.7131
H -4.1652 2.2413 2.9181
C 1.9616 -2.4639 3.9668
N 1.7215 -1.0491 3.8287
C 1.7124 -0.1754 4.9933
C 1.2922 1.1817 4.4055
N 0.8278 0.7993 3.0848
C 1.1211 -0.4646 2.7703
S 0.8194 -1.2253 1.3028
H 2.9347 -2.6288 4.4303
H 1.9534 -2.9205 2.9808
H 1.1906 -2.9344 4.5848
H 2.6992 -0.1424 5.4561
H 0.9977 -0.5408 5.7379
H 2.1293 1.8801 4.3443
H 0.4932 1.6459 4.9823
H 0.4575 1.4357 2.3958
I -2.2653 0.3765 -2.6329

Here are the Löwdin charges for atoms 1 to 4, given in e:
1 Ir 0.451
2 C -0.210
3 Si 0.385
4 C -0.181